1.
{"formula": "C18H38N2O2RuSSi2Te5", "method": "the ωB97M-V functional and the def2-TZVPD basis", "species": ["Te", "Te", "Te", "Te", "Te", "Ru", "S", "Si", "Si", "O", "O", "N", "N", "C", "C", "C", "C", "C", "C", "C", "C", "C", "C", "C", "C", "C", "C", "C", "C", "C", "C", "H", "H", "H", "H", "H", "H", "H", "H", "H", "H", "H", "H", "H", "H", "H", "H", "H", "H", "H", "H", "H", "H", "H", "H", "H", "H", "H", "H", "H", "H", "H", "H", "H", "H", "H", "H", "H", "H"], "coordinates": [[2.402, -2.143, -1.611], [4.648, -2.606, 2.204], [-0.035, 1.354, -0.618], [5.922, -0.303, 0.034], [3.362, -0.867, 0.663], [0.665, -1.256, 0.176], [-2.238, -2.965, -1.365], [2.630, 3.439, -0.213], [-2.739, 1.784, -2.594], [0.558, 0.337, 2.123], [-1.250, -2.401, -0.370], [0.636, -2.961, 1.851], [-0.062, -0.686, 4.019], [1.905, 2.037, -1.259], [0.643, -2.935, 3.193], [2.835, 2.838, 1.549], [-1.206, 1.364, 3.372], [0.266, -5.332, 1.939], [1.014, -1.657, 3.905], [1.450, 4.888, -0.307], [0.480, -4.151, 1.255], [-3.688, 0.336, -1.876], [4.289, 3.882, -0.954], [0.394, -4.074, 3.947], [-0.890, 1.378, -2.570], [0.193, -5.288, 3.320], [-3.036, 3.323, -1.572], [-3.224, 2.073, -4.377], [-0.176, 0.304, 3.124], [-1.677, -2.501, -2.999], [-1.844, -4.711, -1.497], [-2.507, -5.167, -2.237], [-4.757, 0.565, -1.794], [-0.799, -4.837, -1.788], [-2.371, 4.139, -1.876], [4.182, 4.239, -1.983], [-4.069, 3.670, -1.708], [0.544, -4.140, 0.182], [-1.774, -1.422, -3.082], [-2.994, 1.205, -5.005], [-0.641, -2.802, -3.146], [3.064, 3.671, 2.225], [-2.692, 2.936, -4.792], [-0.631, 0.451, -3.082], [1.832, -1.183, 3.377], [-2.029, -5.152, -0.518], [0.394, -4.001, 5.030], [0.009, -6.186, 3.898], [-0.640, -0.677, 4.841], [-1.916, 1.361, 2.547], [1.846, 5.733, 0.268], [1.371, -1.909, 4.900], [4.962, 3.020, -0.966], [-4.300, 2.271, -4.465], [1.931, 2.342, 1.916], [-1.738, 1.229, 4.313], [1.754, 2.352, -2.295], [1.328, 5.223, -1.344], [-3.328, 0.078, -0.871], [-2.881, 3.150, -0.505], [4.776, 4.675, -0.373], [-0.709, 2.334, 3.370], [-0.361, 2.183, -3.093], [0.460, 4.655, 0.090], [-2.335, -2.983, -3.731], [2.555, 1.167, -1.299], [0.174, -6.261, 1.392], [-3.597, -0.556, -2.508], [3.662, 2.125, 1.621]], "energy_ev": -91991.8091, "e_above_lowest_kj_mol": 121.97, "lumo_energy_ev": [-3.170, -3.783], "homo_lumo_gap_ev": [6.316, 5.985], "charge": 1, "homo_ev": [-9.485, -9.768], "spin_multiplicity": 6, "s2": 8.797}

2.
{"formula": "C5H16N3", "method": "the ωB97M-V functional and the def2-TZVPD basis", "species": ["N", "N", "N", "C", "C", "C", "C", "C", "H", "H", "H", "H", "H", "H", "H", "H", "H", "H", "H", "H", "H", "H", "H", "H"], "coordinates": [[-0.234, 0.352, -3.028], [-0.674, 0.019, 1.850], [-1.482, -2.211, 1.354], [1.308, 0.863, 0.531], [0.355, 1.093, 1.684], [0.653, 1.076, -0.842], [-0.340, -1.351, 1.446], [0.079, -0.119, -1.614], [-2.189, -1.974, 0.684], [0.849, -0.879, -1.700], [2.101, 1.613, 0.598], [1.805, -0.101, 0.632], [0.287, -1.828, 2.214], [-0.372, 1.368, -3.030], [-1.093, -0.091, -3.341], [-1.000, 0.027, 2.801], [-0.825, -0.522, -1.184], [-1.797, -2.584, 2.227], [0.520, 0.105, -3.665], [1.387, 1.531, -1.505], [0.897, 1.214, 2.611], [0.206, -1.331, 0.507], [-0.187, 1.766, -0.682], [-0.253, 1.962, 1.452]], "energy_ev": -9907.6478, "e_above_lowest_kj_mol": 199.56, "lumo_energy_ev": -3.738, "homo_lumo_gap_ev": 7.946, "charge": 1, "homo_ev": -11.684}

3.
{"formula": "C19H23FIN5O2PtSSi", "method": "the ωB97M-V functional and the def2-TZVPD basis", "species": ["Pt", "I", "S", "Si", "F", "O", "O", "N", "N", "N", "N", "N", "C", "C", "C", "C", "C", "C", "C", "C", "C", "C", "C", "C", "C", "C", "C", "C", "C", "C", "C", "H", "H", "H", "H", "H", "H", "H", "H", "H", "H", "H", "H", "H", "H", "H", "H", "H", "H", "H", "H", "H", "H", "H"], "coordinates": [[0.233, 1.253, -0.851], [-1.478, 3.944, 5.140], [-1.193, -0.447, -0.541], [3.249, 1.425, 0.252], [1.697, -1.685, 1.483], [-3.404, 2.975, -1.566], [-1.292, 2.282, -1.718], [1.962, 0.416, -0.322], [-1.065, -0.068, 2.228], [-2.674, -1.250, 1.542], [0.014, 0.803, 2.256], [-2.795, -1.245, 2.897], [2.189, -0.920, -0.704], [-0.810, 3.989, 2.189], [-1.800, -0.522, 3.303], [2.757, -2.600, -2.369], [4.874, 0.617, -0.191], [-3.087, 2.646, 1.328], [3.068, 3.102, -0.569], [2.052, -1.972, 0.197], [3.231, 1.764, 2.104], [-2.118, 3.019, 0.406], [2.609, -3.613, -1.432], [-0.988, 3.700, 0.844], [-2.324, 2.737, -1.068], [-2.912, 2.903, 2.680], [-1.629, -0.540, 1.099], [2.249, -3.296, -0.131], [-1.469, -0.201, 4.710], [-1.768, 3.569, 3.099], [2.547, -1.279, -2.006], [2.650, -0.480, -2.731], [5.717, 1.191, 0.200], [4.991, 0.530, -1.273], [0.068, 4.526, 2.523], [3.815, 3.814, -0.213], [-0.455, -0.526, 4.949], [3.271, 0.852, 2.706], [0.868, 0.297, 2.036], [-3.988, 2.159, 0.974], [2.769, -4.646, -1.710], [-3.336, -1.745, 0.969], [2.351, 2.347, 2.386], [2.084, 3.537, -0.352], [2.120, -4.057, 0.628], [-3.663, 2.598, 3.398], [-1.545, 0.872, 4.900], [-2.170, -0.719, 5.358], [0.058, 1.243, 3.166], [4.109, 2.361, 2.364], [3.033, -2.840, -3.387], [-0.241, 4.015, 0.125], [3.163, 3.021, -1.654], [4.933, -0.392, 0.226]], "energy_ev": -64400.3406, "e_above_lowest_kj_mol": 48.75, "lumo_energy_ev": -0.942, "homo_lumo_gap_ev": 7.129, "homo_ev": -8.070}